72
Properties=species:S:1:pos:R:3 method="wB97M-V/def2-TZVPD" orbital_gap_ev=10.226 fmax_ev_per_a=3.13 homo_energy_ha=-0.3599 e_above_lowest_kj_mol=0.0
C 1.60 -4.24 1.29
O 1.05 -3.68 2.46
H 2.44 -3.67 0.87
H 1.93 -5.27 1.47
H 0.78 -4.36 0.58
H 1.57 -3.96 3.23
C -0.36 2.13 4.55
O -1.53 1.48 4.09
H 0.27 2.30 3.70
H -0.53 3.13 5.04
H 0.16 1.50 5.28
H -2.00 2.06 3.47
C -2.58 -4.23 -0.58
O -1.48 -4.53 -1.49
H -2.96 -3.23 -0.58
H -3.33 -4.99 -0.85
H -2.38 -4.49 0.46
H -1.91 -4.49 -2.34
C 4.23 -0.21 2.69
O 5.16 -0.24 1.62
H 4.07 0.81 3.07
H 3.37 -0.77 2.38
H 4.70 -0.73 3.57
H 4.66 0.20 0.89
C -2.61 4.16 2.24
O -2.98 2.83 1.86
H -2.68 4.71 1.36
H -3.32 4.50 3.00
H -1.62 4.23 2.72
H -2.45 2.52 1.11
C 4.57 2.99 0.96
O 3.61 2.06 0.54
H 4.11 3.65 1.70
H 5.43 2.50 1.39
H 5.00 3.67 0.18
H 3.15 2.44 -0.26
C 2.83 2.93 -3.11
O 2.28 2.73 -1.78
H 2.59 3.93 -3.39
H 3.92 2.74 -3.12
H 2.31 2.23 -3.77
H 2.06 1.83 -1.78
C -6.50 -0.42 -2.98
O -6.82 -0.23 -1.60
H -7.26 0.04 -3.55
H -5.50 0.04 -3.19
H -6.52 -1.49 -3.26
H -6.00 -0.43 -1.13
O -1.83 -1.04 -1.19
C -1.15 -0.69 -0.26
O -0.95 0.61 0.02
C -0.16 0.82 1.17
C -0.03 -0.46 1.92
C -0.30 -1.47 0.74
H -0.68 1.66 1.63
H 0.76 1.27 0.71
H -0.80 -0.43 2.71
H 0.93 -0.53 2.38
H -0.81 -2.38 1.03
H 0.53 -1.78 0.18
O 1.85 0.09 -1.72
C 1.10 -0.41 -2.51
O 0.99 -1.74 -2.67
C -0.09 -2.14 -3.43
C -0.67 -0.89 -4.07
C -0.09 0.26 -3.27
H -0.79 -2.72 -2.80
H 0.32 -2.81 -4.20
H -1.80 -0.85 -3.99
H -0.39 -0.74 -5.13
H -0.79 0.53 -2.47
H 0.31 1.14 -3.77